[1]
ORCA calculation (wB97M-V/def2-TZVPD) on a cluster of 2 separate species, C6H14NP in total.

XYZ file:
```
22
Properties=species:S:1:pos:R:3
H 1.370 2.733 -1.374
H 0.869 -2.693 -0.238
H -0.793 -2.078 -1.923
C 1.000 -2.057 -1.158
H 0.027 -1.962 3.097
H 1.403 -1.366 2.316
C 0.099 1.455 -0.363
P -0.820 -0.267 -0.305
H 1.860 -1.462 -1.076
H -3.086 -0.566 -0.928
H -0.617 1.556 1.597
C -2.432 0.209 -0.866
C -0.001 2.182 0.912
C 0.808 1.904 -1.387
C 0.442 -1.083 2.722
H -2.893 0.981 -0.381
N -0.225 -1.311 -1.528
H 1.266 -2.884 -1.922
H -0.415 3.143 0.745
H 0.909 2.281 1.466
H 0.967 1.349 -2.355
H 0.264 -0.066 2.949
```

Values from the calculation:
- LUMO (alpha / beta) (eV) = 0.4 / -0.3
- calculated total energy (hartree) = -632.89725
- orbital gap (alpha / beta) (hartree) = 0.28509 / 0.27830
- multiplicity = 1



[2]
ORCA calculation (wB97M-V/def2-TZVPD) on a cluster of 2 separate species, C6H14NS in total.

XYZ file:
```
22
Properties=species:S:1:pos:R:3
H -0.717 3.288 -0.383
H -0.787 -1.022 2.793
C -0.867 -1.588 0.709
H -1.814 -2.172 0.802
H 0.397 1.953 -2.215
C 0.500 1.649 -1.154
H 0.718 -0.885 1.894
H 0.171 -2.536 2.436
C -0.705 2.165 -0.351
H 0.481 0.564 -1.130
H -1.628 1.827 -0.863
H -1.593 -3.373 -1.056
H 0.049 -3.367 -1.990
H 1.900 3.258 -0.663
C -0.557 -2.984 -1.157
H -1.092 -0.526 0.432
C -0.130 -1.515 2.029
H 1.850 1.896 0.507
C 1.821 2.170 -0.584
H 2.691 1.754 -1.088
S -0.675 1.566 1.378
N -0.013 -2.122 -0.345
```

Values from the calculation:
- LUMO (eV) = 3.7
- calculated total energy (hartree) = -689.93876
- orbital gap (hartree) = 0.22486
- multiplicity = 1
- charge = -1



[3]
ORCA calculation (wB97M-V/def2-TZVPD) on a cluster of 2 separate species, C6H14NS in total.

XYZ file:
```
22
Properties=species:S:1:pos:R:3
C -1.222 1.084 0.715
C -0.884 -0.424 1.014
H 4.035 0.968 -0.188
H 2.407 0.936 -0.548
H -0.244 1.601 0.614
H -1.774 1.466 1.609
S -3.674 0.242 -0.312
C 3.294 1.431 -0.794
H 0.475 -3.026 -0.821
H -2.428 2.279 -0.616
H -1.926 -0.995 1.141
H -0.600 -0.824 -1.069
H -1.085 -3.125 0.102
N 0.811 -0.426 0.507
C -2.150 1.222 -0.465
H 0.550 -2.861 0.960
C -0.090 -2.643 0.010
H -1.605 0.966 -1.410
C -0.207 -1.157 -0.089
H -0.502 -0.531 2.057
H 3.557 1.287 -1.850
H 3.262 2.530 -0.569
```

Values from the calculation:
- LUMO (eV) = 3.6
- calculated total energy (hartree) = -689.81356
- orbital gap (hartree) = 0.23550
- multiplicity = 1
- charge = -1



[4]
ORCA calculation (wB97M-V/def2-TZVPD) on an isolated molecule of C6H14O.

XYZ file:
```
21
Properties=species:S:1:pos:R:3
H 0.748 -0.912 -1.224
C 2.178 1.143 -2.313
O -1.757 -0.214 2.899
H -0.430 0.358 -1.480
C 0.419 0.055 -0.840
H 3.166 1.598 -2.357
C -1.807 -1.325 2.000
H 1.079 2.051 -0.677
H -0.463 0.927 0.899
H -1.087 -2.050 2.393
H -2.181 -0.467 0.009
C -0.151 -0.065 0.567
H 2.298 0.861 -0.209
H 2.294 0.141 -2.721
H -2.658 0.122 3.053
C -1.386 -0.944 0.600
H 0.599 -0.387 1.301
C 1.530 1.097 -0.941
H 1.569 1.682 -3.039
H -1.185 -1.858 0.040
H -2.774 -1.812 2.042
```

Values from the calculation:
- LUMO (eV) = 1.0
- calculated total energy (hartree) = -312.23575
- orbital gap (hartree) = 0.41332
- multiplicity = 1
- SMILES string = CCCCCCO



[5]
ORCA calculation (wB97M-V/def2-TZVPD) on an isolated molecule of C6H14O.

XYZ file:
```
21
Properties=species:S:1:pos:R:3
H -1.862 0.685 2.206
H -1.783 0.161 -1.842
H 0.432 0.877 1.353
C 0.162 0.527 0.340
C -2.202 0.496 1.170
H -2.490 -1.345 -1.261
C -1.154 -0.304 0.319
H -0.806 -1.310 -1.717
H -3.142 -0.056 1.237
H 2.874 0.940 0.772
H -2.400 1.479 0.710
C 2.617 0.651 -0.249
H 3.470 0.107 -0.677
H -1.010 -1.343 0.661
H 2.443 1.547 -0.846
H 2.369 -1.787 0.214
C 1.367 -0.201 -0.230
O 1.582 -1.354 0.567
C -1.584 -0.702 -1.193
H -0.030 1.424 -0.267
H 1.146 -0.490 -1.266
```

Values from the calculation:
- LUMO (eV) = 1.0
- calculated total energy (hartree) = -312.23488
- orbital gap (hartree) = 0.41013
- multiplicity = 1
- SMILES string = CC(C)C[C@@H](C)O



[6]
ORCA calculation (wB97M-V/def2-TZVPD) on a cluster of 2 separate species, C6H14O in total.

XYZ file:
```
21
Properties=species:S:1:pos:R:3
H 0.022 -0.733 -3.781
H 1.978 1.380 -1.618
H -0.279 -0.733 0.409
H -0.194 -2.046 3.757
H 0.854 1.787 1.720
H -0.599 2.409 -0.295
C 0.774 1.110 0.860
H -1.224 0.425 1.369
H -0.677 -2.442 2.084
C 1.033 1.910 -1.504
H -1.631 -1.270 3.034
H 1.763 0.664 0.705
C 0.348 1.870 -0.365
C -0.211 0.007 1.226
C -0.612 -1.638 2.834
H 0.677 2.464 -2.369
H 0.129 -1.885 -2.428
H -0.469 -0.226 -2.144
H -1.469 -1.391 -3.057
C -0.449 -1.058 -2.850
O 0.236 -0.603 2.412
```

Values from the calculation:
- LUMO (eV) = 1.0
- calculated total energy (hartree) = -312.19510
- orbital gap (hartree) = 0.39679
- multiplicity = 1
- SMILES string = C=CCCOC.C



[7]
ORCA calculation (wB97M-V/def2-TZVPD) on a cluster of 2 separate species, C6H14O in total.

XYZ file:
```
21
Properties=species:S:1:pos:R:3
C -0.581 2.704 1.341
H -1.036 -1.326 -2.000
H -0.599 1.607 -0.910
C 0.452 1.713 0.965
H 1.513 1.960 1.111
C 0.377 -0.345 -0.582
C 1.544 -0.971 -0.686
H -1.222 -1.831 -0.254
H 2.455 -0.406 -0.570
H -0.490 3.080 2.371
H -1.781 -0.472 -1.062
C 0.267 1.151 -0.449
H 0.282 0.829 1.610
H -0.056 -4.530 0.510
H -1.581 2.268 1.412
H -0.297 -3.820 -0.759
H -0.704 3.502 0.609
C -0.862 -1.094 -0.945
H 1.660 -2.044 -0.727
O -0.289 -3.648 0.190
H 0.946 1.673 -1.174
```

Values from the calculation:
- LUMO (eV) = 0.8
- calculated total energy (hartree) = -312.17560
- orbital gap (hartree) = 0.35928
- multiplicity = 1
- SMILES string = C=C(C)CCC.O



[8]
ORCA calculation (wB97M-V/def2-TZVPD) on a cluster of 2 separate species, C6H14O in total.

XYZ file:
```
21
Properties=species:S:1:pos:R:3
H 1.881 0.482 0.525
H 0.409 -2.509 -1.333
H 1.109 1.482 -0.725
C 0.966 -1.658 -1.060
H -0.563 0.756 -2.517
H -1.143 2.977 1.397
H -1.177 -0.864 -2.293
H 2.021 -1.477 -0.806
C 0.931 0.721 0.047
H -0.699 2.798 -0.351
H -0.781 0.301 1.710
H 0.633 1.361 1.876
C 0.445 -0.409 -0.836
H 1.160 -3.584 1.630
H -1.581 0.063 -0.966
H -2.107 1.893 0.409
C -0.046 1.086 1.064
C -1.025 2.249 0.585
O 0.363 -3.162 1.957
H -0.022 -2.500 1.377
C -0.775 -0.006 -1.691
```

Values from the calculation:
- LUMO (eV) = 0.9
- calculated total energy (hartree) = -312.13318
- orbital gap (hartree) = 0.35894
- multiplicity = 1
- SMILES string = C=C(C)CCC.O



> Which of these has the lowest calculated total energy?

number 2